CF3N3 | ωB97M-V/def2-TZVPD

Energy ... -13649.7909 eV
LUMO (alpha / beta) ... -2.121 / -3.395 eV
E_HOMO (alpha / beta) ... -0.43933 / -0.41218 Ha
Gap between HOMO and LUMO (alpha / beta) ... 9.83 / 7.82 eV
Relative energy (zero: lowest compared OMol25 entry of this formula, charge and spin) ... 372.0 kJ/mol

```
7
Properties=species:S:1:pos:R:3:mulliken_charge:R:1
C 0.358 -1.273 0.277 0.646
N -0.132 0.155 0.437 -0.079
N 0.962 -1.843 -0.608 -0.326
N -0.432 1.128 -0.209 0.338
F 0.064 -1.575 1.435 -0.166
F 0.581 2.504 -0.184 -0.292
F -1.401 0.904 -1.148 -0.122
```